{"formula": "C26H23CuINOS2Si", "method": "ωB97M-V/def2-TZVPD", "spin_multiplicity": 2, "total_charge": -1, "energy_ha": -4158.76127, "gap_ev": [5.23, 6.06], "homo_ev": [-3.340, -4.178], "elements": ["I", "Cu", "S", "S", "Si", "O", "N", "C", "C", "C", "C", "C", "C", "C", "C", "C", "C", "C", "C", "C", "C", "C", "C", "C", "C", "C", "C", "C", "C", "C", "C", "C", "C", "H", "H", "H", "H", "H", "H", "H", "H", "H", "H", "H", "H", "H", "H", "H", "H", "H", "H", "H", "H", "H", "H", "H"], "coordinates": [[0.103744, -7.519121, 0.550884], [-0.382055, -1.509934, 0.434563], [-2.263487, -1.621759, -0.855090], [-1.428385, -0.985167, 2.364115], [0.825405, 0.281768, -0.298689], [0.656608, -3.470426, 0.677325], [-1.375181, -4.484431, 0.653896], [1.931382, 1.094606, -4.265352], [0.579343, -5.668046, 1.511392], [4.569936, 1.192101, 2.404202], [1.449094, 0.140393, -2.085070], [-5.196965, 0.787437, 0.474630], [-1.441064, 1.899473, -0.892486], [1.956550, -1.075998, -2.548753], [-0.724557, 4.039656, 0.712343], [-4.394269, -0.046152, -0.279582], [-3.685216, 0.523539, 2.314499], [1.443607, 1.220754, -2.970094], [2.437693, -0.121194, -4.701997], [2.450031, -1.209250, -3.838763], [2.270043, 0.533868, 2.152186], [3.592402, 1.003684, 0.213882], [-1.926878, 4.069926, 0.020847], [4.686053, 1.282846, 1.024381], [-3.224526, -0.620191, 0.236501], [2.363665, 0.626425, 0.759511], [-2.284202, 2.995919, -0.783338], [-4.834510, 1.077619, 1.787456], [-0.064717, -4.447012, 0.881253], [0.112677, 2.936249, 0.605188], [-2.858206, -0.334596, 1.572740], [3.356690, 0.818116, 2.967809], [-0.226834, 1.847053, -0.198106], [-1.738431, 1.055996, -1.506494], [-1.841572, -3.651908, 0.273391], [2.814887, -0.223352, -5.712669], [1.956134, -1.935620, -1.885035], [-1.898120, -5.329141, 0.800728], [-5.441361, 1.741192, 2.392309], [-0.441487, 4.873116, 1.344931], [1.323896, 0.240469, 2.596795], [2.836290, -2.164049, -4.175797], [-2.589413, 4.921998, 0.118036], [-3.232588, 2.997220, -1.306932], [-6.092712, 1.216324, 0.040696], [-3.389023, 0.752883, 3.330841], [1.042636, 2.918531, 1.162923], [0.251235, -5.775245, 2.542089], [-4.656350, -0.268666, -1.307351], [1.655053, -5.553041, 1.468025], [5.630401, 1.573215, 0.578290], [1.914054, 1.946624, -4.935110], [1.045996, 2.174553, -2.641167], [5.421767, 1.408878, 3.038105], [3.696427, 1.078395, -0.863325], [3.258408, 0.743467, 4.044440]], "forces_ev_per_a": [[0.005, 0.006, 0.019], [0.070, -0.109, 0.020], [-0.048, -0.051, 0.003], [0.017, 0.045, -0.012], [0.074, 0.085, 0.014], [-0.167, 0.000, -0.012], [-0.014, 0.039, -0.065], [-0.002, 0.005, 0.007], [-0.005, -0.016, -0.021], [0.013, 0.002, 0.003], [-0.023, 0.042, 0.023], [0.008, -0.010, -0.002], [0.022, 0.063, 0.021], [0.007, -0.007, 0.007], [0.001, 0.006, 0.003], [-0.027, 0.000, 0.015], [0.008, -0.008, 0.001], [0.007, -0.026, -0.008], [0.002, -0.004, -0.005], [0.002, 0.002, 0.000], [0.004, 0.024, 0.017], [-0.004, -0.029, -0.002], [-0.005, 0.006, 0.004], [0.013, -0.001, 0.005], [0.047, -0.034, -0.041], [-0.023, -0.011, -0.006], [0.014, -0.028, -0.012], [-0.005, 0.005, -0.008], [0.084, -0.016, 0.040], [0.015, 0.010, 0.009], [-0.016, 0.020, 0.024], [-0.014, -0.008, -0.023], [-0.067, -0.077, -0.045], [-0.006, 0.008, 0.008], [0.021, 0.016, 0.010], [0.002, 0.001, -0.001], [-0.008, -0.002, -0.006], [0.006, 0.001, 0.010], [-0.002, 0.001, 0.002], [0.001, 0.000, 0.006], [-0.002, -0.015, 0.010], [0.001, -0.002, 0.002], [-0.003, 0.001, -0.002], [0.001, 0.011, -0.001], [-0.001, 0.003, 0.001], [0.000, 0.002, 0.001], [-0.010, 0.020, 0.000], [0.006, 0.015, 0.004], [0.004, 0.000, -0.001], [-0.002, -0.003, -0.014], [0.000, -0.001, -0.003], [-0.002, 0.000, -0.001], [-0.005, 0.007, -0.001], [0.001, 0.003, 0.000], [0.006, 0.007, 0.000], [-0.003, 0.000, 0.002]]}